A molecular structure, C34H26ClN2O4PRhS2Te, computed with ωB97M-V with the def2-TZVPD basis set.

Last column: Mulliken charge in e.
CARTESIAN COORDINATES (ANGSTROEM)
Rh 1.1429 -0.3890 0.3986  -0.79
O 0.1242 -3.8390 1.6701  -0.70
C 0.7363 -2.8173 1.9219  -0.12
O 0.2426 -1.6221 1.7026  0.46
C 2.0342 -2.8851 2.6853  0.10
C 2.0938 -3.8400 3.6977  -0.75
C 3.2130 -3.9759 4.5012  -0.59
C 4.3076 -3.1516 4.2730  -0.53
C 4.2661 -2.2094 3.2615  -0.88
C 3.1365 -2.0560 2.4488  1.33
S 3.2652 -0.9025 1.1348  -0.78
H 1.2321 -4.4810 3.8343  0.42
H 3.2351 -4.7160 5.2915  0.37
H 5.1979 -3.2422 4.8847  0.34
H 5.1220 -1.5707 3.0780  0.42
Cl -0.2323 -2.8451 -1.5252  -0.14
C -0.2801 -1.6169 -2.7429  0.87
C 0.0016 -1.9556 -4.0559  -0.48
C -0.1490 -1.0031 -5.0504  -0.60
C -0.5993 0.2712 -4.7328  -0.75
C -0.8704 0.6009 -3.4133  -0.71
C -0.6868 -0.3296 -2.3942  -0.44
P -0.9330 0.0145 -0.6156  2.72
C -2.3795 -1.0430 -0.2527  0.07
C -2.6328 -1.4350 1.0568  0.63
C -3.7692 -2.1750 1.3550  -1.01
C -4.6536 -2.5372 0.3514  -0.65
C -4.4015 -2.1543 -0.9608  -0.80
C -3.2715 -1.4100 -1.2601  -0.35
C -1.7163 1.6731 -0.5995  0.28
C -0.9396 2.7983 -0.8667  -0.20
C -1.4967 4.0675 -0.8222  -0.64
C -2.8375 4.2337 -0.5037  -0.66
C -3.6182 3.1199 -0.2323  -0.63
C -3.0624 1.8483 -0.2808  -0.46
H 0.3450 -2.9565 -4.2781  0.44
H 0.0778 -1.2622 -6.0770  0.35
H -0.7349 1.0125 -5.5104  0.38
H -1.2107 1.5986 -3.1679  0.40
H -1.9289 -1.1860 1.8359  -0.12
H -3.9475 -2.4776 2.3794  0.44
H -5.5335 -3.1239 0.5866  0.37
H -5.0834 -2.4390 -1.7529  0.41
H -3.0845 -1.1140 -2.2855  0.40
H 0.1163 2.6863 -1.0590  0.13
H -0.8715 4.9300 -1.0188  0.44
H -3.2685 5.2267 -0.4587  0.36
H -4.6636 3.2361 0.0267  0.42
H -3.6840 0.9913 -0.0575  0.29
Te 1.1921 1.0870 2.4756  0.37
C -0.7973 0.9058 3.1272  -0.06
C -1.8596 1.7297 2.8689  -0.17
C -3.0509 1.3490 3.5428  -0.54
C -2.8716 0.2482 4.3299  -0.56
S -1.2631 -0.3234 4.2390  -0.27
H -1.7761 2.5865 2.2140  0.55
H -3.9952 1.8694 3.4483  0.40
H -3.6085 -0.2447 4.9458  0.44
C 4.0431 3.8842 -1.5840  -1.25
N 3.6532 2.5047 -1.8084  0.19
C 4.2912 1.7710 -2.7711  -0.20
C 3.9821 0.4928 -2.9819  -1.00
C 2.9435 -0.1467 -2.1711  0.33
O 2.6240 -1.3093 -2.3806  -0.61
N 2.3351 0.6145 -1.1915  0.86
C 2.6840 1.9192 -0.9762  0.12
O 2.1876 2.6196 -0.1008  -0.60
H 5.1051 3.9488 -1.3367  0.37
H 3.4603 4.2627 -0.7515  0.34
H 3.8473 4.4897 -2.4720  0.35
H 5.0502 2.3002 -3.3342  0.40
H 4.4740 -0.1059 -3.7322  0.43

Cartesian forces, eV/Å:
1.0 -0.4 -0.6
0.0 0.0 0.0
0.0 0.2 0.2
0.0 -0.3 -0.3
0.0 0.0 -0.1
0.0 0.0 0.1
0.0 0.0 0.0
0.0 0.0 0.0
0.0 0.0 0.0
0.0 0.0 0.1
-0.1 0.0 -0.2
0.0 0.0 0.0
0.0 0.0 0.0
0.0 0.0 0.0
0.0 0.0 0.0
0.4 -0.1 -0.1
-0.2 0.0 -0.1
0.0 0.0 0.0
0.0 0.0 0.0
0.0 0.0 0.0
0.2 0.0 0.0
-0.1 0.0 0.0
-0.3 0.2 0.0
0.0 0.0 0.1
0.0 0.1 0.0
0.0 0.0 0.0
0.0 0.0 0.0
0.0 0.0 0.0
-0.1 0.0 0.0
-0.1 0.0 0.0
0.0 0.0 0.2
0.0 0.0 0.0
0.0 0.0 0.0
0.0 0.0 0.0
0.0 0.0 -0.1
0.0 0.0 0.0
0.0 0.0 0.0
0.0 0.0 0.0
0.0 0.0 0.0
0.0 0.0 0.0
0.0 0.0 0.0
0.0 0.0 0.0
0.0 0.0 0.0
0.0 0.0 0.0
0.1 0.0 0.0
0.0 0.0 0.0
0.0 0.0 0.0
0.0 0.0 0.0
0.0 0.0 0.0
-0.2 0.4 0.1
0.0 -0.1 0.1
0.0 0.0 -0.1
0.0 0.0 0.0
0.0 0.0 0.0
0.0 0.0 0.0
0.0 0.0 0.0
0.0 0.0 0.0
0.0 0.0 0.0
0.0 0.0 0.0
0.1 -0.1 -0.1
0.0 0.1 0.1
0.0 -0.1 0.0
-0.2 0.0 -0.1
-0.2 -0.2 0.2
-0.3 0.5 0.7
0.0 0.0 0.0
-0.1 0.0 -0.1
0.0 0.0 0.0
0.0 0.0 0.0
0.0 0.0 0.0
0.0 0.0 0.0
0.0 0.0 0.0

Summary:
strongest force on any atom	1.2	eV/Å
E	-3698.3953	Eh
relative energy (zero: lowest compared OMol25 entry of this formula, charge and spin)	0.383	eV
charge	-1
2S+1	1
orbital gap (alpha / beta)	0.23715 / 0.23707	Ha
molar mass	887.66	u